A molecular structure, C11H13Br2NO9P2V, computed with wB97M-V/def2-TZVPD.

Geometry (Å):
V 1.0377 0.8727 1.4882
Br 2.0512 -0.3561 3.8489
C 1.1686 0.9363 4.9777
Br 0.1298 2.1969 3.9523
H 1.9217 1.4862 5.5262
H 0.4970 0.4036 5.6378
C 1.4451 0.9688 -3.1669
C 1.3781 1.0188 -1.6445
O 0.6433 -0.0892 -1.1138
P 0.4892 2.4976 -1.0389
O 1.0648 3.6976 -1.8600
O -1.0194 2.3963 -1.4324
O 0.6725 2.6099 0.4460
P 3.0339 1.1749 -0.8509
O 3.8145 0.0005 -1.6188
O 3.5194 2.5437 -1.1570
O 2.8709 0.7267 0.5970
H 0.4372 0.9931 -3.5832
H 1.9269 0.0393 -3.4711
H 2.0219 1.7998 -3.5685
H 1.1951 -0.8819 -1.1589
H 2.0474 3.6718 -1.7440
H -1.5583 2.0273 -0.6905
H 4.6651 -0.2294 -1.2235
O -2.1147 1.1328 0.8248
C -1.7643 -0.0390 0.9501
N -0.6037 -0.4590 1.5363
C -0.4059 -1.7956 1.2168
O 0.6229 -2.4129 1.4002
C -1.6427 -2.3064 0.5368
C -1.9739 -3.5591 0.0628
C -3.2019 -3.6846 -0.5806
C -4.0470 -2.5885 -0.7471
C -3.6955 -1.3275 -0.2742
C -2.4820 -1.2197 0.3726
H -1.3047 -4.4002 0.1854
H -3.5100 -4.6479 -0.9663
H -4.9902 -2.7283 -1.2594
H -4.3401 -0.4693 -0.4095

## Properties
Energy relative to the best compared isomer or geometry (same formula, charge and spin) in kJ/mol: 23.9
Multiplicity: 4
E in eV: -215894.2922
Expectation value of S²: 3.755
Lowest unoccupied orbital energy (alpha / beta) in eV: -0.1358 / -0.1946
Molecular weight in u: 575.9

A single C6H9NO2S molecule in a non-equilibrium geometry, computed with wB97M-V/def2-TZVPD.

Geometry (Å):
C -0.6992 -1.5623 0.2518
C 0.1335 -0.5594 0.8009
C -0.2289 0.1546 -2.7298
C -1.4304 -0.1026 -1.9199
C 0.3750 -0.7745 2.3433
C 0.7980 1.7895 0.6411
N 0.3793 0.5157 0.0796
O 1.0039 -0.0574 -2.3101
O -0.5100 0.4451 -3.8672
S -1.9166 -1.2611 -0.8240
H -0.8296 -2.4532 0.9781
H -2.2736 0.1283 -2.5873
H 0.3344 -1.8367 2.4277
H -0.2547 -0.2225 2.9706
H 1.4562 -0.4822 2.7476
H 1.9085 1.7317 0.8824
H 0.5225 2.3733 -0.1931
H 0.4416 2.0905 1.5983
H 0.7900 0.0834 -1.2901

## Properties
Energy relative to the best compared isomer or geometry (same formula, charge and spin) in kJ/mol: 337.5
E in eV: -22784.9138
Lowest unoccupied orbital energy in eV: -1.1581
Molecular weight in u: 159.2

A single C36H33F7N2O4 molecule in a non-equilibrium geometry, computed with wB97M-V/def2-TZVPD.

Geometry (Å):
C 5.1077 -2.4178 -2.7345
C 4.1748 -1.3639 -3.2455
O 2.8735 -1.6252 -2.6392
C 1.9603 -0.7393 -3.0724
O 2.1912 0.0774 -3.9421
C 0.6489 -0.7946 -2.2988
F 0.5730 -1.9963 -1.5830
C -0.3856 -0.7725 -3.4273
O -0.5585 0.1958 -4.1420
O -1.1581 -1.8641 -3.4784
C -2.2339 -1.6496 -4.4385
C -3.0915 -2.8803 -4.3893
C 0.3877 0.3919 -1.4356
C -1.0313 0.1986 -0.9268
C -2.0616 0.9407 -1.5116
C -3.3606 0.8267 -1.0346
C -3.6466 -0.0946 -0.0080
N -4.9548 -0.2627 0.3914
C -5.3839 -1.4984 1.0597
C -5.5588 -2.5722 0.0280
F -5.9233 -3.7832 0.5225
F -4.3908 -2.7498 -0.6772
F -6.5023 -2.1885 -0.8945
C -5.8595 0.8305 0.4106
C -5.9443 1.6605 1.5421
C -6.9572 2.6119 1.6295
C -7.8932 2.7385 0.5946
C -7.7793 1.9465 -0.5518
C -6.7632 1.0006 -0.6489
C -2.6071 -0.8523 0.5681
C -1.3125 -0.7110 0.0877
C 1.4834 0.6069 -0.4084
C 2.7946 0.8208 -0.8566
C 3.8492 0.8870 0.0346
C 3.5903 0.8916 1.4174
N 4.6206 0.8701 2.3258
C 5.9206 0.3166 1.9501
C 5.8365 -1.1762 2.0585
F 6.9764 -1.8419 1.7470
F 5.4756 -1.5257 3.3383
F 4.8385 -1.6523 1.2375
C 4.5610 1.5733 3.5469
C 3.9414 0.9974 4.6649
C 4.0653 1.6087 5.9094
C 4.7615 2.8148 6.0340
C 5.3455 3.4093 4.9091
C 5.2789 2.7760 3.6730
C 2.2610 0.8986 1.8728
C 1.2230 0.7486 0.9652
H 6.1197 -2.1908 -3.0792
H 5.1216 -2.4589 -1.6396
H 4.8224 -3.3989 -3.1228
H 4.5135 -0.3569 -2.9531
H 4.0697 -1.4008 -4.3388
H -2.8041 -0.7578 -4.1346
H -1.7946 -1.4803 -5.4337
H -3.8783 -2.7963 -5.1426
H -2.5008 -3.7821 -4.5925
H -3.5733 -2.9816 -3.4080
H 0.4078 1.2264 -2.1465
H -1.8261 1.6175 -2.3339
H -4.1638 1.4221 -1.4666
H -6.3583 -1.3031 1.5101
H -4.6489 -1.8355 1.7943
H -5.2034 1.5344 2.3343
H -7.0191 3.2509 2.5094
H -8.7100 3.4576 0.6838
H -8.4855 2.0581 -1.3752
H -6.6538 0.3642 -1.5280
H -2.8046 -1.4976 1.4198
H -0.5125 -1.3133 0.5222
H 3.0178 1.0041 -1.9112
H 4.8680 0.9980 -0.3336
H 6.1945 0.5809 0.9296
H 6.6467 0.6636 2.6843
H 3.4035 0.0557 4.5332
H 3.6196 1.1288 6.7797
H 4.8568 3.2902 7.0094
H 5.8687 4.3596 4.9896
H 5.7610 3.1869 2.7829
H 2.0591 0.9845 2.9392
H 0.2040 0.7434 1.3443

## Properties
Energy relative to the best compared isomer or geometry (same formula, charge and spin) in kJ/mol: 0.0
E in eV: -68061.1185
Lowest unoccupied orbital energy in eV: 0.6149
Molecular weight in u: 690.7

A molecular structure, C3H3FO in a non-equilibrium geometry, computed with wB97M-V/def2-TZVPD.

Geometry (Å):
C -0.2070 -0.5247 0.6091
C 0.0776 0.7795 0.8144
C 0.0812 -0.2756 -0.9270
O 0.2293 1.1220 -0.5788
F -0.9282 -0.5118 -1.7995
H -0.1897 -1.3368 1.3097
H -0.0586 1.4270 1.6986
H 0.9954 -0.6796 -1.1265

## Properties
Energy relative to the best compared isomer or geometry (same formula, charge and spin) in kJ/mol: 198.4
Multiplicity: 3
E in eV: -7918.1376
Expectation value of S²: 2.006
Lowest unoccupied orbital energy (alpha / beta) in eV: 1.1415 / -1.9662
Molecular weight in u: 74.1

A single C3H8N2O2 molecule, computed with wB97M-V/def2-TZVPD.

Geometry (Å):
N 2.0954 0.4931 -1.2744
C 0.7452 0.5338 -0.9964
O 0.1041 1.5810 -1.0424
N 0.1688 -0.6755 -0.7171
C -1.1182 -0.7298 -0.0392
C -1.0316 -0.2699 1.4130
O -0.6580 1.0782 1.5566
H 2.5143 1.4118 -1.2648
H 2.6491 -0.2169 -0.8175
H 0.7613 -1.4882 -0.6518
H -1.4797 -1.7624 -0.0835
H -1.8276 -0.1069 -0.5937
H -0.2875 -0.8950 1.9325
H -2.0017 -0.4501 1.9002
H -0.6337 1.4968 0.6783

## Properties
Energy relative to the best compared isomer or geometry (same formula, charge and spin) in kJ/mol: 29.2
E in eV: -10316.6492
Lowest unoccupied orbital energy in eV: 0.6824
Molecular weight in u: 104.1

3 unconnected molecules or ions with the total composition C4H12NO2S in a non-equilibrium geometry, computed with wB97M-V/def2-TZVPD.

Geometry (Å):
C 0.3109 -1.3255 -0.4048
C 0.8530 -0.2371 0.5312
C 1.7959 0.7373 -0.1334
S 3.3433 0.0015 -0.6339
N -0.3153 0.3265 1.3057
C -1.1844 1.3841 0.6431
O -1.8603 0.9151 -0.4305
H 1.2263 -1.7832 -0.8179
H -0.4815 -0.9825 -1.1568
H -0.1591 -2.1470 0.1806
H 1.4272 -0.7629 1.3177
H 2.1886 1.6086 0.4507
H 1.3762 1.2498 -0.9955
H 2.5258 -0.2380 -2.4905
H 0.0251 0.9397 2.0353
H -0.5875 2.2852 0.2738
H -1.8923 1.5227 1.5695
H -3.6091 -1.4524 -0.4586
H -2.3233 -0.5596 -0.2477
O -2.6595 -1.4823 -0.5380

## Properties
Energy relative to the best compared isomer or geometry (same formula, charge and spin) in kJ/mol: 405.1
Multiplicity: 2
E in eV: -20757.0018
Expectation value of S²: 0.755
Lowest unoccupied orbital energy (alpha / beta) in eV: -1.1795 / -2.7265
Molecular weight in u: 138.2

3 unconnected molecules or ions with the total composition C4H13NO2 in a non-equilibrium geometry, computed with wB97M-V/def2-TZVPD.

Geometry (Å):
C -1.5195 0.5355 1.3857
C -0.7206 0.8819 0.1008
C -0.7063 -0.0047 -1.0252
N -1.2790 -1.3098 -0.9798
C -0.5453 2.3634 -0.1139
H -2.6301 1.0171 1.3207
H -1.7102 -0.5018 1.6099
H -1.2827 1.0421 2.3963
H -0.4297 0.4245 -1.9726
H -0.4847 -2.0093 -0.6664
H -1.9857 -1.5226 -1.7760
H 0.6145 2.6906 0.3328
H -0.5910 2.5725 -1.2690
H -1.3362 3.1079 0.4166
H 3.5860 -0.7546 -1.1480
H 2.8678 -2.0167 -1.4773
O 2.7026 -1.1061 -1.2102
H 2.0561 -1.6224 0.6659
H 1.9805 -1.8108 2.0958
O 1.4135 -1.9766 1.3139

## Properties
Total charge: -1
Energy relative to the best compared isomer or geometry (same formula, charge and spin) in kJ/mol: 234.5
Multiplicity: 2
E in eV: -9940.3669
Expectation value of S²: 0.750
Lowest unoccupied orbital energy (alpha / beta) in eV: 3.5458 / 3.4262
Molecular weight in u: 107.2

A gas-phase ion, CH9N4OP2S (charge +1) in a non-equilibrium geometry, computed with wB97M-V/def2-TZVPD.

Geometry (Å):
N 2.1304 -0.4123 1.4181
C 1.1675 -0.6281 0.3685
N 1.3576 -1.7806 -0.4772
N 0.1180 0.1752 0.0665
P 0.4825 1.5499 -1.0429
S 0.9718 3.1751 -0.1181
P -1.4974 -0.1916 0.7258
N -2.4883 -0.9046 -0.5669
O -2.2725 1.3094 1.0256
H 1.7100 -0.4821 2.3560
H 2.5240 0.5434 1.3420
H 0.6759 -1.6867 -1.2472
H 2.3102 -1.7500 -0.8810
H -0.6939 1.7215 -1.8628
H 1.6183 1.1098 -1.8182
H -3.3499 -1.2564 -0.1156
H -1.9732 -1.6685 -1.0185
H -2.7910 1.1767 1.8458

## Properties
Total charge: +1
E in eV: -38596.0670
Lowest unoccupied orbital energy in eV: -6.2338
Molecular weight in u: 187.1

4 unconnected molecules or ions with the total composition C24H50FN2O16S3 in a non-equilibrium geometry, computed with wB97M-V/def2-TZVPD.

Geometry (Å):
C 5.4101 3.5091 2.8704
C 5.0655 3.9779 1.3855
O 5.9313 3.7650 0.4933
O 3.8489 4.5844 0.9546
C 2.6932 4.0431 1.6270
C 2.3782 2.5048 1.2897
C 1.0016 2.2875 0.4554
C 0.9067 0.8528 -0.2470
O -0.2001 0.8962 -1.1827
C -1.3895 1.0800 -0.3270
C -2.6457 0.7801 -1.2665
O -2.6397 1.5838 -2.4926
O -2.6460 0.6951 -3.5421
C -1.3898 2.5736 0.3274
N -2.7061 3.0533 0.7783
C -3.4840 3.7845 -0.2599
C -3.0373 5.0840 -1.0619
O -4.6248 3.3133 -0.5279
C -2.7088 3.9433 1.9594
C -2.0400 5.3882 2.0931
O -3.3368 3.5273 2.9762
N -0.2417 2.6419 1.2837
C -0.2845 1.7394 2.4792
C 0.1002 2.6322 3.7887
F -1.5589 1.1672 2.7733
H 6.4430 2.9972 2.8316
H 5.3934 4.3619 3.6454
H 4.6835 2.6754 3.2101
H 2.7758 4.1164 2.7788
H 1.8062 4.7296 1.3513
H 2.4623 1.7963 2.1935
H 3.2121 2.1565 0.5657
H 1.0645 3.0616 -0.4027
H 1.8696 0.6757 -0.8373
H 0.8023 -0.0166 0.4957
H -1.3425 0.2447 0.4477
H -2.6212 -0.3528 -1.4939
H -3.6234 0.9666 -0.7076
H -3.4634 0.1337 -3.4850
H -1.0840 3.2483 -0.5685
H -1.9712 5.3531 -0.6942
H -2.9383 4.9323 -2.1947
H -3.6775 6.0119 -0.8151
H -2.9062 6.1522 2.0305
H -1.2369 5.6283 1.3212
H -1.6617 5.4720 3.1815
H -0.0172 3.6007 1.6368
H 0.4707 0.8847 2.4782
H -0.3606 3.6743 3.7661
H 1.2173 2.6076 4.0226
H -0.4134 2.0805 4.6659
O 0.8460 -2.6704 -0.9544
S 0.3468 -2.9556 -2.2769
O -0.8121 -3.7818 -2.4876
O 1.5609 -3.5186 -3.1849
C 2.2717 -4.6754 -2.7324
C 1.4492 -5.9396 -2.8972
C 0.1020 -1.4300 -3.1343
H 2.5953 -4.5463 -1.6957
H 3.1742 -4.7564 -3.3438
H 0.5681 -5.9246 -2.2523
H 2.0375 -6.8215 -2.6363
H 1.0951 -6.0383 -3.9261
H 0.9859 -0.8064 -3.0119
H -0.7658 -0.9419 -2.6930
H -0.0869 -1.6394 -4.1867
O 5.9331 -5.9466 -3.5340
S 5.4361 -6.2343 -4.8539
O 4.2773 -7.0621 -5.0653
O 6.6519 -6.7974 -5.7605
C 7.3626 -7.9511 -5.3058
C 6.5435 -9.2185 -5.4677
C 5.1902 -4.7099 -5.7172
H 7.6849 -7.8181 -4.2691
H 8.2658 -8.0298 -5.9161
H 5.6620 -9.2044 -4.8236
H 7.1340 -10.0984 -5.2039
H 6.1903 -9.3210 -6.4967
H 6.0733 -4.0844 -5.5967
H 4.3197 -4.2198 -5.2788
H 5.0028 -4.9255 -6.7685
O -6.5943 -0.7276 3.9081
S -6.0841 0.3192 4.7531
O -5.8063 0.0997 6.1483
O -7.0374 1.6198 4.6096
C -8.4309 1.4761 4.8912
C -8.6948 1.3421 6.3799
C -4.6386 1.0090 4.0030
H -8.8478 0.6297 4.3380
H -8.9255 2.3777 4.5211
H -8.2684 0.4181 6.7752
H -9.7675 1.3274 6.5839
H -8.2383 2.1696 6.9287
H -4.8431 1.2142 2.9537
H -3.8384 0.2730 4.0931
H -4.3650 1.9193 4.5336

## Properties
Total charge: +1
Energy relative to the best compared isomer or geometry (same formula, charge and spin) in kJ/mol: 340.9
E in eV: -96645.7239
Lowest unoccupied orbital energy in eV: -3.6801
Molecular weight in u: 737.9

A single C13H17NO6S molecule in a non-equilibrium geometry, computed with wB97M-V/def2-TZVPD.

Geometry (Å):
C 4.5585 0.3581 -0.7242
O 3.4485 0.7182 -1.5152
C 2.2126 0.8314 -0.9908
C 1.2844 1.4419 -1.8494
C -0.0064 1.6906 -1.4449
C -0.3858 1.3737 -0.1502
S -2.0784 1.6626 0.3748
O -2.0604 2.4748 1.5520
O -2.8343 2.0939 -0.7642
N -2.6864 0.1832 0.8374
C -2.9394 -0.7912 -0.1926
C -1.6556 -1.4745 -0.7035
C -1.9307 -2.8016 -1.4322
C -1.5498 -3.8531 -0.3902
C -0.4333 -3.1329 0.3600
O -0.8328 -1.7773 0.4211
C 0.5044 0.7851 0.7146
C 1.7979 0.4624 0.2972
C 2.5671 -0.3474 1.2803
O 2.7610 -0.0503 2.4281
O 2.9465 -1.5360 0.7767
H 4.5140 0.8179 0.2668
H 5.4318 0.7334 -1.2577
H 4.6362 -0.7275 -0.6238
H 1.6238 1.7074 -2.8380
H -0.7340 2.1387 -2.1029
H -2.1682 -0.1957 1.6161
H -3.6197 -1.5428 0.2188
H -3.4328 -0.2599 -1.0075
H -1.1139 -0.7732 -1.3519
H -1.2888 -2.8889 -2.3086
H -2.9681 -2.8754 -1.7503
H -2.3862 -4.0467 0.2819
H -1.2208 -4.7911 -0.8303
H 0.5183 -3.2151 -0.1851
H -0.2910 -3.4839 1.3834
H 0.2047 0.5459 1.7223
H 3.3633 -2.0696 1.4727

## Properties
Energy relative to the best compared isomer or geometry (same formula, charge and spin) in kJ/mol: 23.5
E in eV: -38366.4902
Lowest unoccupied orbital energy in eV: 0.3866
Molecular weight in u: 315.3

A single C16H25N3O5S molecule, computed with wB97M-V/def2-TZVPD.

Geometry (Å):
C 1.1766 2.9360 -0.5138
O -0.1942 3.1141 -0.2219
C -1.0878 2.1144 -0.2336
C -2.3637 2.5313 0.1955
C -3.4148 1.6560 0.3115
C -3.2044 0.3223 0.0053
S -4.5174 -0.8554 0.1988
N -4.4841 -1.0800 1.8744
O -4.1372 -2.1004 -0.4041
O -5.7731 -0.2551 -0.1421
C -1.9772 -0.1131 -0.4290
C -0.8953 0.7608 -0.5685
C 0.3338 0.1566 -1.1808
O 0.9033 0.6163 -2.1534
N 0.7226 -0.9917 -0.5811
C 1.7689 -1.8325 -1.1122
C 2.9356 -2.1026 -0.1235
C 3.9999 -2.9201 -0.8755
C 2.4258 -2.9785 1.0280
N 3.5825 -0.8934 0.3932
C 2.9380 -0.2016 1.4959
C 3.8967 0.8555 2.0517
O 4.2697 1.7895 1.0701
C 4.8928 1.1228 -0.0030
C 3.9670 0.0768 -0.6241
H 1.6341 3.9086 -0.3392
H 1.3337 2.6318 -1.5502
H 1.6364 2.2043 0.1554
H -2.4784 3.5780 0.4292
H -4.3937 1.9808 0.6231
H -4.3492 -2.0502 2.1085
H -5.3167 -0.7167 2.3101
H -1.8858 -1.1527 -0.7051
H 0.1853 -1.3453 0.1943
H 2.1406 -1.3297 -2.0070
H 1.3438 -2.7974 -1.4097
H 3.6215 -3.9137 -1.0989
H 4.8860 -3.0135 -0.2544
H 4.2805 -2.4535 -1.8145
H 2.1216 -3.9460 0.6362
H 1.5702 -2.5408 1.5354
H 3.2205 -3.1382 1.7518
H 2.7166 -0.9006 2.3003
H 2.0029 0.2993 1.1920
H 3.4162 1.4214 2.8525
H 4.7926 0.3525 2.4464
H 5.1469 1.8895 -0.7364
H 5.8121 0.6325 0.3513
H 4.5084 -0.4262 -1.4233
H 3.0987 0.5958 -1.0564

## Properties
Energy relative to the best compared isomer or geometry (same formula, charge and spin) in kJ/mol: 7.3
E in eV: -42540.1308
Lowest unoccupied orbital energy in eV: 0.3812
Molecular weight in u: 371.5

A molecular structure, C10H21INO2P2SSn in a non-equilibrium geometry, computed with wB97M-V/def2-TZVPD.

Geometry (Å):
C -0.0004 -0.0246 -6.8296
C 0.0060 0.6791 -5.5128
H 0.0031 0.7117 -7.6467
H -0.8877 -0.6596 -6.8882
H 0.8791 -0.6702 -6.8906
O 0.0176 1.8815 -5.3056
I -0.0074 -0.7455 -3.8032
Sn -0.0009 -0.0827 0.9686
P 2.3464 -0.1489 0.9550
C 3.2736 1.1564 1.8131
C 2.9721 -1.6967 1.6677
H 4.0623 -1.7625 1.5332
H 4.0786 -0.2934 -0.7314
H 2.4852 -2.5386 1.1642
H 2.5016 -0.9328 -1.3075
H 3.0132 1.1689 2.8770
H 2.7341 -1.7417 2.7356
C 2.9896 -0.1359 -0.7366
H 4.3550 0.9813 1.7079
H 2.7639 0.8239 -1.2150
H 3.0249 2.1350 1.3874
P -2.3490 -0.1052 0.9581
C -3.2507 1.2187 1.8148
C -2.9938 -0.0833 -0.7328
H -2.5331 -2.4915 1.1707
H -4.0941 -1.6848 1.5425
H -2.7628 -1.6880 2.7417
C -3.0025 -1.6397 1.6744
H -2.5194 -0.8887 -1.3033
H -4.0851 -0.2231 -0.7262
H -4.3353 1.0652 1.7091
H -2.9824 2.1920 1.3890
H -2.7529 0.8721 -1.2125
H -2.9908 1.2265 2.8788
C 0.0161 1.6095 2.0746
O 0.0256 2.5279 2.6818
S 0.0000 -0.0009 5.9397
C 0.0000 0.0046 4.3154
N -0.0001 -0.0162 3.1418

## Properties
Total charge: +3
E in eV: -59608.4066
Lowest unoccupied orbital energy (alpha / beta) in eV: -13.2492 / -13.2487
Molecular weight in u: 526.9